Computed, not measured: 2 unconnected molecules or ions with the total composition C6H11N, with ωB97M-V with the def2-TZVPD basis set.

Geometry as XYZ:
```
18
Properties=species:S:1:pos:R:3:forces:R:3
C 3.403355 -1.672922 -0.266704 -0.11 4.21 -0.47
C 2.719498 -0.533472 -0.222947 2.80 -4.05 -0.28
C -0.973400 1.399732 0.049557 0.83 -1.94 1.17
C 1.962781 0.453125 -0.066257 -1.38 2.75 -1.24
C -2.182844 1.711146 -0.674062 -2.46 0.33 -0.49
C -1.682041 -1.027372 0.689697 -1.70 1.01 2.68
N -0.827817 0.184005 0.577520 -0.49 1.39 -0.36
H 4.440163 -1.702052 -0.504557 0.48 -0.23 -0.21
H 2.820164 -2.467435 -0.053842 -1.25 -3.02 0.68
H 0.110574 0.083480 0.958808 -0.50 -0.54 0.11
H 1.379286 0.911020 -0.867924 0.17 -0.25 0.20
H 2.005576 1.022305 0.816614 -0.15 0.61 1.24
H -3.167539 1.119346 -0.707538 1.33 0.26 0.49
H -2.441700 2.748073 -0.411776 -0.04 -0.23 -0.31
H -1.838977 1.738617 -1.701714 0.04 0.26 -0.46
H -1.930554 -1.198383 1.870867 0.81 0.18 -2.84
H -1.079796 -1.817354 0.296631 -0.09 -0.86 -0.16
H -2.716721 -0.951855 0.217628 1.73 0.12 0.25
```
Forces are in eV/Å.

Summary:
E_HOMO   -7.78 eV
LUMO energy   0.83 eV
2S+1   1
Kohn-Sham gap   8.6 eV
Energy relative to the best compared isomer or geometry (same formula, charge and spin)   497.2 kJ/mol
Charge   0